[1]
# C25H39FO8

A 3-piece molecular cluster, C25H39FO8 overall in a non-equilibrium geometry (ωB97M-V with the def2-TZVPD basis set, the OMol25 dataset).

Output
- LUMO energy (eV) = -0.743
- spin multiplicity = 1
- structure (SMILES) = C[C@@H](F)CC1=CC(=O)c2ccccc2C1=O.COCCOCCOC.COCCOCCOC

Cartesian coordinates (Å):
C  -0.8434  0.7717  -2.8435
C  -1.3514  1.2466  -4.2486
F  -2.1431  2.4245  -4.0455
C  -0.1901  1.5250  -5.3087
C  1.2013  1.2777  -4.6611
C  1.9473  2.2249  -4.0317
C  3.3186  1.8359  -3.3780
O  4.2785  2.5657  -3.3933
C  3.3359  0.4052  -2.7335
C  4.0701  0.1044  -1.5013
C  3.9738  -1.2700  -0.9716
C  3.1810  -2.2840  -1.6846
C  2.4438  -1.9986  -2.9167
C  2.5357  -0.6291  -3.4264
C  1.7567  -0.1919  -4.7145
O  1.6211  -0.9063  -5.6780
H  -0.2318  -0.1683  -2.8695
H  -0.2912  1.6370  -2.3808
H  -1.7302  0.5387  -2.1835
H  -2.0773  0.4643  -4.6054
H  -0.3230  2.5380  -5.7587
H  -0.3395  0.7591  -6.1239
H  1.5802  3.2819  -3.9644
H  4.6781  0.8749  -0.9695
H  4.5081  -1.4858  -0.0170
H  3.1440  -3.2959  -1.2093
H  1.8396  -2.7662  -3.4503
C  -5.4019  -0.7913  -2.8826
O  -5.1918  -0.1166  -1.6546
C  -5.7122  1.1991  -1.5946
C  -6.8104  1.4119  -0.5506
O  -7.9699  0.5951  -0.5950
C  -7.8278  -0.8116  -0.4503
C  -7.1890  -1.3648  0.8254
O  -5.8662  -0.9237  1.0647
C  -5.6783  -0.1820  2.2565
H  -4.4603  -0.8244  -3.4363
H  -5.6982  -1.8199  -2.6666
H  -6.1817  -0.3304  -3.4941
H  -6.0777  1.5270  -2.5711
H  -4.8810  1.8615  -1.3442
H  -7.1730  2.4368  -0.6828
H  -6.3975  1.3993  0.4581
H  -7.3426  -1.2222  -1.3350
H  -8.8471  -1.2091  -0.4872
H  -7.1478  -2.4563  0.7228
H  -7.8404  -1.1346  1.6766
H  -6.6154  0.2014  2.6676
H  -5.0267  0.6663  2.0354
H  -5.1735  -0.8064  2.9971
C  3.0004  1.8620  4.7461
O  3.5371  0.6332  5.2061
C  2.8309  -0.5223  4.7965
C  3.6237  -1.4824  3.9070
O  4.1931  -0.9927  2.7021
C  5.1490  0.0581  2.7739
C  6.4281  -0.1564  3.5863
O  6.2187  -0.4385  4.9558
C  6.6895  -1.6998  5.3966
H  2.4968  2.3659  5.5739
H  3.8246  2.4994  4.4189
H  2.3099  1.7361  3.9081
H  1.8953  -0.2599  4.2955
H  2.5485  -1.0635  5.7020
H  2.9290  -2.2712  3.5991
H  4.3879  -2.0055  4.4813
H  4.6532  0.9815  3.0700
H  5.4608  0.2349  1.7387
H  7.0059  0.7749  3.5367
H  7.0235  -0.9436  3.1091
H  6.8733  -2.3936  4.5725
H  5.9359  -2.1383  6.0544
H  7.6025  -1.5629  5.9799

Löwdin population analysis, charges in e, atoms 1 to 6:
1. C -0.038
2. C -0.312
3. F -0.073
4. C -0.065
5. C -0.155
6. C 0.059



[2]
# C25H39N3O3

A 4-piece molecular cluster, C25H39N3O3 overall (ωB97M-V with the def2-TZVPD basis set, the OMol25 dataset).

Output
- LUMO energy (eV) = -7.487
- spin multiplicity = 1
- total charge = +2

Cartesian coordinates (Å):
N  -5.0830  -1.3395  1.0737
C  -5.6787  -1.9580  -0.1104
C  -4.7494  -1.9910  -1.3194
C  -4.3529  -0.5880  -1.8135
N  -2.8789  -0.4273  -1.8166
C  -2.2661  -0.0329  -0.6873
C  -0.8892  0.0467  -0.6032
C  -0.1265  -0.2908  -1.7233
C  1.3582  -0.2888  -1.6564
C  2.1332  0.4120  -2.5742
C  3.5003  0.3472  -2.4824
N  4.0954  -0.3827  -1.5292
C  5.5815  -0.4469  -1.4453
C  6.1070  0.3162  -0.2225
C  7.4515  1.0048  -0.4785
C  7.6972  2.1702  0.4491
C  8.8054  2.1797  1.2793
C  9.0349  3.2449  2.1346
C  8.1570  4.3096  2.1625
C  7.0523  4.3167  1.3296
C  6.8270  3.2509  0.4787
C  3.3690  -1.0536  -0.6222
C  1.9994  -1.0232  -0.6599
C  -0.7827  -0.6588  -2.8930
C  -2.1681  -0.7174  -2.9106
H  -4.1082  -1.5926  1.1579
H  -5.1893  -0.3327  1.0608
H  -5.9247  -2.9944  0.1263
H  -6.6223  -1.4648  -0.3391
H  -5.2005  -2.5660  -2.1270
H  -3.8493  -2.5349  -1.0170
H  -4.6970  -0.4260  -2.8303
H  -4.7516  0.1873  -1.1645
H  -2.8891  0.2145  0.1646
H  -0.4199  0.3483  0.3223
H  1.6803  1.0110  -3.3507
H  4.1564  0.8660  -3.1652
H  5.9829  -0.0646  -2.3788
H  5.8225  -1.5058  -1.3783
H  6.2288  -0.3814  0.6066
H  5.3589  1.0441  0.0947
H  7.5068  1.3548  -1.5132
H  8.2569  0.2825  -0.3505
H  9.4925  1.3437  1.2584
H  9.8994  3.2399  2.7832
H  8.3454  5.1419  2.8252
H  6.3602  5.1467  1.3320
H  5.9682  3.2493  -0.1843
H  3.9022  -1.6187  0.1283
H  1.4297  -1.5856  0.0677
H  -0.2437  -0.9342  -3.7876
H  -2.7078  -1.0252  -3.7940
C  -9.8318  -1.2051  1.0789
O  -9.0310  -2.3070  0.6551
H  -10.8608  -1.4471  0.8306
H  -9.7589  -1.0488  2.1573
H  -9.5559  -0.2817  0.5611
H  -8.1186  -2.1138  0.8794
C  -4.9218  2.1378  2.7052
O  -4.4584  2.0343  1.3483
H  -5.5946  1.3025  2.8799
H  -4.0938  2.0796  3.4131
H  -5.4675  3.0680  2.8600
H  -3.8772  2.7826  1.1849
C  -2.1879  -3.4705  2.2349
O  -1.3366  -3.2384  1.0969
H  -1.8031  -4.3293  2.7739
H  -2.1895  -2.6047  2.9000
H  -3.2049  -3.6861  1.9010
H  -1.6891  -2.4755  0.6324

Löwdin population analysis, charges in e, atoms 1 to 6:
1. N 0.039
2. C -0.265
3. C -0.142
4. C -0.076
5. N -0.027
6. C 0.012



[3]
# C25H39N3O6

A single C25H39N3O6 molecule (ωB97M-V with the def2-TZVPD basis set, the OMol25 dataset).

Output
- LUMO energy (eV) = 0.615
- spin multiplicity = 1
- structure (SMILES) = CCCCNC(=O)[C@H]1C[C@H]1[C@@H](O)[C@H](CO)NC(=O)[C@H](Cc1ccccc1)NC(=O)OC(C)(C)C

Cartesian coordinates (Å):
C  0.5568  -0.8050  3.8891
H  1.0320  0.1568  3.7022
C  0.8651  -1.7873  2.7631
C  0.4430  -3.2193  3.0928
C  -1.0521  -3.3746  3.3749
N  -1.8853  -2.9941  2.2574
C  -2.7759  -1.9897  2.3156
O  -2.9369  -1.3132  3.3284
C  -3.5890  -1.8197  1.0776
C  -4.9662  -1.2127  1.1846
C  -3.8925  -0.4560  0.4837
C  -3.3020  0.8280  1.0570
O  -3.6907  1.1050  2.3663
H  -3.4795  0.3188  2.9165
H  -3.6678  1.6710  0.4549
C  -1.7562  0.7724  0.9308
N  -1.3325  0.5145  -0.4263
C  -0.7844  -0.6362  -0.8321
O  -0.7808  -1.6626  -0.1748
C  -0.1668  -0.5288  -2.2439
N  0.8344  0.5164  -2.2745
C  0.5466  1.8292  -2.4146
O  -0.5856  2.2527  -2.5489
O  1.6703  2.5467  -2.3874
C  1.6151  3.9967  -2.3748
C  1.0776  4.5094  -3.7101
H  1.0764  5.5957  -3.7113
H  0.0616  4.1556  -3.8634
H  1.7016  4.1547  -4.5277
C  3.0725  4.4146  -2.1803
H  3.1550  5.4969  -2.2053
H  3.6890  3.9927  -2.9696
H  3.4370  4.0510  -1.2234
C  0.7580  4.4860  -1.2076
H  1.0235  3.9501  -0.2984
H  0.9215  5.5492  -1.0559
H  -0.2951  4.3185  -1.4152
H  1.7883  0.2560  -2.0716
H  -0.9756  -0.2238  -2.9214
C  0.4310  -1.8652  -2.7189
C  1.7953  -2.1301  -2.1410
C  1.9454  -2.7600  -0.9120
C  3.2042  -2.9740  -0.3796
C  4.3326  -2.5645  -1.0698
C  4.1953  -1.9415  -2.2982
C  2.9352  -1.7260  -2.8293
H  2.8358  -1.2486  -3.7946
H  5.0706  -1.6238  -2.8457
H  5.3152  -2.7332  -0.6547
H  3.3060  -3.4655  0.5771
H  1.0661  -3.0696  -0.3701
H  -0.2577  -2.6559  -2.4187
H  0.4971  -1.8491  -3.8081
H  -1.3283  1.3052  -1.0641
C  -1.1165  2.0782  1.4150
O  0.2888  2.0392  1.3447
H  0.5982  1.2934  1.8728
H  -1.4616  2.2847  2.4355
H  -1.4239  2.9025  0.7670
H  -1.3930  -0.0595  1.5448
H  -3.9277  -0.4377  -0.5992
H  -5.7655  -1.6507  0.6071
H  -5.2625  -0.8584  2.1609
H  -3.4500  -2.6178  0.3590
H  -1.6569  -3.3834  1.3560
H  -1.2597  -4.4226  3.6240
H  -1.3547  -2.7533  4.2193
H  0.7130  -3.8666  2.2545
H  0.9867  -3.5679  3.9737
H  1.9404  -1.7856  2.5667
H  0.3665  -1.4803  1.8424
H  -0.5137  -0.6442  3.9916
H  0.9382  -1.1838  4.8356

Löwdin population analysis, charges in e, atoms 1 to 6:
1. C -0.092
2. H 0.063
3. C -0.257
4. C -0.188
5. C -0.174
6. N 0.086